i) Entry from OMol25: one molecule with the formula C6H10O (ωB97M-V/def2-TZVPD).

Output
Total charge: 0
SMILES: C=CCC/C=C\O
E_HOMO, eV: -8.45

Last column: natural (NBO) charge in e.
CARTESIAN COORDINATES (ANGSTROEM)
C -0.567 -1.892 -0.366  -0.43
C -1.405 -0.846 -0.336  -0.17
C -1.241 0.292 0.564  -0.45
C -0.314 1.172 -0.222  -0.45
C 1.022 0.785 -0.503  -0.30
C 1.899 0.095 0.211  0.18
O 2.054 0.502 1.468  -0.70
H -0.244 -2.401 0.532  0.20
H -0.666 -2.542 -1.228  0.19
H -2.179 -0.861 -1.098  0.20
H -2.197 0.784 0.747  0.22
H -0.790 0.008 1.513  0.21
H -0.768 1.114 -1.254  0.23
H -0.417 2.216 0.050  0.22
H 1.336 0.521 -1.503  0.20
H 2.796 -0.317 -0.239  0.18
H 1.681 1.371 1.663  0.48

ii) Entry from OMol25: a 2-piece molecular cluster, C6H10O overall (ωB97M-V/def2-TZVPD).

Output
Total charge: 0
E_HOMO (alpha / beta), eV: -7.52 / -6.77

Last column: natural (NBO) charge in e.
CARTESIAN COORDINATES (ANGSTROEM)
C 0.693 -0.558 -0.576  0.01
C 0.724 0.626 -0.022  0.03
C -0.442 0.322 -0.782  0.32
C 1.187 -1.962 -0.675  -0.67
C 1.330 1.752 0.691  -0.66
C -2.229 -0.179 1.067  -0.75
O -1.011 0.824 -1.987  -0.73
H 0.538 -2.708 -0.216  0.24
H 2.131 -2.194 -0.267  0.22
H 1.248 -2.437 -1.614  0.24
H 1.929 1.511 1.497  0.22
H 0.653 2.376 1.160  0.23
H 1.924 2.242 -0.012  0.24
H -3.101 0.373 0.640  0.19
H -1.609 0.401 1.838  0.18
H -2.011 -1.245 1.013  0.19
H -1.954 0.856 -1.756  0.49

Stability order, top to bottom: i), ii)

i) Entry from OMol25: one molecule with the formula C6H10O (ωB97M-V/def2-TZVPD).

Output
Total charge: 0
SMILES: C1=CCCOCC1
E_HOMO, eV: -9.23

Last column: natural (NBO) charge in e.
CARTESIAN COORDINATES (ANGSTROEM)
C 0.053 1.595 -0.276  -0.17
C -1.129 1.044 0.004  -0.20
C -1.342 -0.363 0.513  -0.48
C -0.709 -1.509 -0.286  -0.05
O 0.658 -1.376 -0.628  -0.54
C 1.462 -0.528 0.160  -0.06
C 1.399 0.919 -0.331  -0.47
H 0.066 2.649 -0.556  0.20
H -2.019 1.670 -0.085  0.21
H -0.987 -0.400 1.551  0.21
H -2.416 -0.576 0.567  0.22
H -0.852 -2.437 0.293  0.17
H -1.237 -1.628 -1.241  0.18
H 1.234 -0.608 1.234  0.16
H 2.490 -0.886 0.027  0.19
H 2.148 1.521 0.209  0.21
H 1.717 0.907 -1.386  0.22

ii) Entry from OMol25: C6H10O as an isolated structure (ωB97M-V/def2-TZVPD).

Output
Total charge: 0
E_HOMO, eV: -9.42

Last column: natural (NBO) charge in e.
CARTESIAN COORDINATES (ANGSTROEM)
O 1.773 -0.674 1.190  -0.69
C 1.280 -0.590 -0.113  0.01
C -0.071 -1.264 -0.494  -0.40
C -1.250 -0.682 0.278  -0.41
C -1.488 0.775 -0.135  -0.43
C -0.151 1.520 -0.202  -0.24
C 1.026 0.881 -0.200  -0.04
H 2.325 0.394 1.173  0.41
H 2.028 -0.950 -0.845  0.17
H 0.019 -2.340 -0.347  0.22
H -0.205 -1.091 -1.578  0.21
H -0.991 -0.732 1.341  0.22
H -2.155 -1.282 0.125  0.21
H -2.028 0.827 -1.091  0.21
H -2.138 1.276 0.601  0.22
H -0.168 2.607 -0.159  0.22
H 2.196 1.326 0.455  0.10

iii) Entry from OMol25: one molecule with the formula C6H10O (ωB97M-V/def2-TZVPD).

Output
Total charge: 0
SMILES: O[C@@H]1C=CCCC1
E_HOMO, eV: -9.60

Last column: natural (NBO) charge in e.
CARTESIAN COORDINATES (ANGSTROEM)
O 1.745 -0.804 1.211  -0.71
C 1.321 -0.491 -0.115  0.05
C 1.122 0.998 -0.270  -0.24
C -0.086 1.561 -0.227  -0.16
C -1.372 0.792 -0.058  -0.45
C -1.140 -0.682 0.293  -0.40
C 0.043 -1.242 -0.493  -0.42
H 1.247 -0.231 1.809  0.47
H 2.145 -0.827 -0.754  0.19
H 2.013 1.613 -0.380  0.21
H -0.176 2.642 -0.336  0.20
H -1.949 0.868 -0.991  0.21
H -1.987 1.277 0.712  0.22
H -0.925 -0.785 1.365  0.19
H -2.049 -1.264 0.105  0.21
H 0.180 -2.311 -0.301  0.22
H -0.132 -1.114 -1.571  0.20

Stability order, top to bottom: iii), i), ii)

i) Entry from OMol25: one molecule with the formula C3H6N4O (ωB97M-V/def2-TZVPD).

Output
Total charge: 0
SMILES: CNc1nnoc1N
E_HOMO, eV: -8.77

Last column: natural (NBO) charge in e.
CARTESIAN COORDINATES (ANGSTROEM)
C 1.751 -0.728 -0.525  -0.44
N 0.815 -0.387 0.580  -0.64
C -0.531 -0.518 0.312  0.04
N -1.571 -1.628 0.250  -0.14
N -2.602 -1.255 -0.161  0.16
O -2.438 0.318 -0.335  -0.42
C -1.168 0.657 -0.077  0.46
N -0.645 1.919 -0.076  -0.82
H 1.466 -1.549 -1.302  0.21
H 1.937 0.287 -1.224  0.19
H 2.817 -0.846 -0.235  0.22
H 0.933 -0.720 1.455  0.38
H -1.045 2.681 0.787  0.40
H 0.283 1.769 0.551  0.40

ii) Entry from OMol25: one molecule with the formula C3H6N4O (ωB97M-V/def2-TZVPD).

Output
Total charge: 0
SMILES: COC1(C)N=NN=N1
E_HOMO, eV: -10.22

Last column: natural (NBO) charge in e.
CARTESIAN COORDINATES (ANGSTROEM)
C -1.310 -1.668 0.159  -0.26
O -1.141 -0.251 0.023  -0.50
C 0.123 0.221 0.033  0.38
C 0.040 1.770 0.018  -0.60
N 0.847 0.047 -1.236  -0.11
N 2.014 -0.039 -0.932  -0.05
N 2.212 -0.257 0.480  -0.02
N 1.169 -0.118 1.060  -0.12
H -1.170 -2.329 -0.791  0.18
H -2.388 -1.874 0.477  0.21
H -0.564 -1.948 0.861  0.19
H -0.257 2.266 0.956  0.24
H -0.598 2.053 -0.853  0.24
H 1.022 2.127 -0.255  0.22

Stability order, top to bottom: ii), i)

i) Entry from OMol25: one molecule with the formula C3H6N4O (ωB97M-V/def2-TZVPD).

Output
Total charge: 0
SMILES: Cn1ncc(=O)n1N
E_HOMO, eV: -8.76

Last column: natural (NBO) charge in e.
CARTESIAN COORDINATES (ANGSTROEM)
C 0.561 -0.237 -1.715  -0.41
N -0.100 0.098 -0.547  -0.16
N 0.175 1.466 -0.434  -0.18
C 0.112 1.705 0.783  -0.08
C 0.095 0.500 1.595  0.57
O -0.005 0.499 2.756  -0.54
N -0.046 -0.603 0.715  -0.15
N -0.818 -1.615 0.853  -0.58
H 0.143 -1.246 -2.067  0.18
H 1.584 -0.413 -1.489  0.18
H 0.455 0.615 -2.367  0.25
H 0.263 2.738 1.217  0.22
H -0.560 -2.306 -0.104  0.37
H -1.857 -1.200 0.805  0.34

ii) Entry from OMol25: one molecule with the formula C3H6N4O (ωB97M-V/def2-TZVPD).

Output
Total charge: 0
SMILES: N/N=c1/ccn(N)o1
E_HOMO, eV: -7.05

Last column: natural (NBO) charge in e.
CARTESIAN COORDINATES (ANGSTROEM)
N -2.323 -0.757 0.077  -0.61
N -1.879 0.425 0.078  -0.30
C -0.623 0.517 -0.127  0.36
C 0.230 1.542 0.126  -0.30
C 1.397 0.923 -0.089  -0.05
N 1.227 -0.360 -0.413  -0.06
N 1.865 -1.168 0.460  -0.61
O -0.101 -0.579 -0.481  -0.31
H -3.187 -0.663 0.778  0.36
H -1.591 -1.467 0.374  0.34
H -0.039 2.354 0.680  0.25
H 2.507 1.324 0.078  0.23
H 2.531 -1.379 -0.197  0.37
H 2.327 -0.414 1.259  0.32

iii) Entry from OMol25: one molecule with the formula C3H6N4O (ωB97M-V/def2-TZVPD).

Output
Total charge: 0
E_HOMO, eV: -8.37

Last column: natural (NBO) charge in e.
CARTESIAN COORDINATES (ANGSTROEM)
C -1.809 0.994 0.778  -0.71
C 1.895 -0.177 -0.105  0.80
C -1.014 0.289 -0.276  0.41
N 2.293 -1.491 -0.272  -0.85
N 0.335 -0.110 0.152  -0.20
N 0.752 -0.195 1.312  -0.15
N -1.313 -0.069 -1.444  -0.57
O 2.509 0.818 -0.381  -0.61
H 3.062 -1.585 -0.916  0.41
H 1.555 -2.177 -0.312  0.39
H -2.270 0.184 -1.687  0.35
H -2.854 1.073 0.478  0.23
H -1.749 0.457 1.728  0.26
H -1.392 1.990 0.945  0.25

iv) Entry from OMol25: one molecule with the formula C3H6N4O (ωB97M-V/def2-TZVPD).

Output
Total charge: 0
SMILES: Nn1ccc(=O)n1N
E_HOMO, eV: -8.90

Last column: natural (NBO) charge in e.
CARTESIAN COORDINATES (ANGSTROEM)
N 1.228 -0.128 -1.663  -0.66
N 0.113 0.383 -0.866  -0.08
C 0.100 1.615 -0.293  0.04
C -0.482 1.585 0.896  -0.39
C -0.771 0.236 1.271  0.59
O -1.297 -0.316 2.239  -0.63
N -0.161 -0.477 0.211  -0.17
N -0.424 -1.831 -0.080  -0.64
H 2.169 -0.398 -1.197  0.35
H 0.785 -1.074 -1.826  0.38
H 0.597 2.376 -0.900  0.23
H -0.720 2.399 1.560  0.24
H -1.330 -2.003 0.260  0.37
H 0.192 -2.367 0.389  0.36

Stability order, top to bottom: iv), iii), i), ii)

i) Entry from OMol25: one molecule with the formula C3H6N4O (ωB97M-V/def2-TZVPD).

Output
Total charge: 0
SMILES: N/N=c1/ccn(N)o1
E_HOMO, eV: -7.39

Last column: natural (NBO) charge in e.
CARTESIAN COORDINATES (ANGSTROEM)
N 0.695 -0.701 -2.674  -0.67
N 0.087 -1.570 -1.759  -0.29
C -0.400 -0.940 -0.708  0.41
C -1.000 -1.139 0.647  -0.33
C -0.736 -0.107 1.417  -0.01
N -0.325 0.983 0.744  -0.02
N 0.272 2.024 1.229  -0.64
O 0.302 0.281 -0.434  -0.43
H 1.140 -1.305 -3.345  0.39
H 0.909 0.174 -2.324  0.39
H -1.316 -2.126 1.065  0.24
H -0.481 0.000 2.580  0.23
H -0.464 2.725 1.828  0.42
H 1.318 1.701 1.734  0.32

ii) Entry from OMol25: a 2-piece molecular cluster, C3H6N4O overall (ωB97M-V/def2-TZVPD).

Output
Total charge: 0
SMILES: C/N=N/N=O.CC#N
E_HOMO (alpha / beta), eV: -9.02 / -9.02

Last column: natural (NBO) charge in e.
CARTESIAN COORDINATES (ANGSTROEM)
C -1.725 -2.029 0.085  -0.46
N -2.402 -0.793 -0.223  -0.19
N -1.811 0.269 -0.176  0.15
N -1.638 1.325 0.305  0.28
O -1.147 2.396 0.030  -0.43
H -0.667 -2.002 -0.190  0.23
H -1.795 -2.235 1.157  0.21
H -2.234 -2.818 -0.464  0.21
C 2.362 1.442 -0.169  -0.73
C 2.020 0.070 0.060  0.31
N 1.707 -1.013 0.257  -0.36
H 3.307 1.505 -0.707  0.25
H 1.574 1.920 -0.751  0.27
H 2.449 1.963 0.785  0.26

iii) Entry from OMol25: one molecule with the formula C3H6N4O (ωB97M-V/def2-TZVPD).

Output
Total charge: 0
SMILES: CNn1cnc(=O)[nH]1
E_HOMO, eV: -9.58

Last column: natural (NBO) charge in e.
CARTESIAN COORDINATES (ANGSTROEM)
C -1.612 1.276 -1.946  -0.42
N -1.407 0.113 -0.908  -0.44
N -0.234 -0.211 -0.681  -0.13
C -0.263 -1.308 0.075  0.29
N 0.461 -1.367 1.177  -0.45
C 1.040 -0.092 1.141  0.70
O 2.224 0.263 1.499  -0.61
N 0.288 0.689 0.319  -0.54
H -0.979 2.026 -1.573  0.19
H -2.711 1.526 -1.928  0.22
H -1.066 1.025 -2.957  0.21
H -2.103 0.196 -0.005  0.34
H -0.796 -2.121 -0.424  0.22
H 1.116 1.423 -0.069  0.41

iv) Entry from OMol25: one molecule with the formula C3H6N4O (ωB97M-V/def2-TZVPD).

Output
Total charge: 0
SMILES: [H]/N=c1/cn[nH]n1OC
E_HOMO, eV: -8.58

Last column: natural (NBO) charge in e.
CARTESIAN COORDINATES (ANGSTROEM)
H -2.233 -1.046 0.627  0.35
N -1.720 -0.910 1.512  -0.63
C -0.632 -0.255 1.307  0.34
C 0.353 0.206 2.280  -0.09
N 1.423 0.635 1.709  -0.16
N 1.252 0.496 0.333  -0.31
N -0.046 0.202 -0.023  -0.05
O -0.084 -0.790 -1.001  -0.37
C -0.073 -0.059 -2.216  -0.25
H 0.222 0.089 3.392  0.23
H 1.770 1.090 -0.286  0.38
H 0.011 -0.796 -3.019  0.20
H 0.755 0.638 -2.163  0.16
H -0.997 0.499 -2.450  0.18

Stability order, top to bottom: iv), iii), ii), i)

i) Entry from OMol25: one molecule with the formula C3H6N4O (ωB97M-V/def2-TZVPD).

Output
Total charge: 0
SMILES: OCCn1cnnn1
E_HOMO, eV: -10.44

Last column: natural (NBO) charge in e.
CARTESIAN COORDINATES (ANGSTROEM)
O 2.634 -0.198 -0.291  -0.71
C 1.289 -0.648 -0.438  -0.07
C 0.501 0.492 0.396  -0.23
N -0.838 0.184 0.321  -0.23
C -1.851 0.909 -0.224  0.15
N -2.801 0.062 -0.462  -0.30
N -2.439 -1.213 -0.026  -0.05
N -1.183 -1.115 0.373  -0.07
H 2.877 -0.419 0.761  0.46
H 1.020 -1.632 0.021  0.20
H 1.084 -0.613 -1.505  0.20
H 0.694 1.553 -0.218  0.22
H 0.848 0.648 1.545  0.21
H -1.835 1.991 -0.253  0.23

ii) Entry from OMol25: C3H6N4O as an isolated structure (ωB97M-V/def2-TZVPD).

Output
Total charge: 0
E_HOMO, eV: -9.61

Last column: natural (NBO) charge in e.
CARTESIAN COORDINATES (ANGSTROEM)
C -0.537 -0.392 -2.335  -0.46
C 0.265 -0.181 -0.236  0.47
C 0.387 1.353 1.693  -0.43
H 0.022 0.421 -3.288  0.23
H -1.688 -0.228 -2.222  0.22
H -0.197 -1.717 -2.285  0.23
H 0.466 1.986 0.905  0.21
H -0.734 1.232 2.224  0.22
H 1.026 1.508 2.767  0.23
N 0.193 0.318 -1.332  -0.48
N -0.375 -1.640 0.056  -0.23
N -0.231 -1.845 1.190  0.19
N 0.993 0.123 0.986  -0.16
O 0.410 -0.938 1.877  -0.23

Stability order, top to bottom: i), ii)